(1)
C41H44BCaCl4N2O5P2 | wB97M-V/def2-TZVPD

As for the HOMO energy: -3.718 eV. Its calculated total energy is -144238.942 eV. As for the LUMO energy: 2.209 eV. For the energy above the lowest of the compared OMol25 structures with the same formula, charge and spin, the calculation gives 88.3 kJ/mol. Its strongest force on any atom is 1.36 eV/Å.

The geometry in ORCA input format:
```
! wB97M-V def2-TZVPD RIJCOSX def2/J DEFGRID3
* xyz -1 1
Ca 0.53134 -0.95452 0.48299
Cl 1.02343 -4.75936 6.14352
C 0.34976 -3.82422 4.84442
C -0.88493 -3.22770 4.97392
Cl -1.80127 -3.40822 6.43823
C -1.40147 -2.47032 3.91273
Cl -2.95884 -1.70846 4.04862
C -0.71136 -2.27814 2.71347
O -1.17352 -1.54002 1.74919
C 0.57389 -2.93919 2.56243
O 1.24216 -2.81082 1.44575
C 1.06034 -3.67309 3.64363
Cl 2.62567 -4.41341 3.45044
C -2.89516 1.82797 -0.68781
C -3.09386 0.31268 -0.55236
P -2.91710 -0.59925 -2.15593
C -4.65982 -0.95633 -2.58018
C -5.67022 -0.02702 -2.33183
C -6.97415 -0.26230 -2.74585
C -7.29339 -1.43160 -3.41951
C -6.29581 -2.36176 -3.67803
C -4.99342 -2.12465 -3.26636
C -2.31923 -2.23201 -1.62773
C -1.09393 -2.65753 -2.13746
C -0.50916 -3.83483 -1.68169
C -1.16233 -4.60586 -0.73517
C -2.39654 -4.20266 -0.23944
C -2.96403 -3.02017 -0.67675
C -1.45146 2.32887 -0.57093
P -0.22567 1.49349 -1.66150
C 1.31165 2.43140 -1.32802
C 2.48376 1.90062 -1.86652
C 3.69893 2.54220 -1.68930
C 3.76258 3.72322 -0.96353
C 2.60664 4.25320 -0.41442
C 1.38988 3.61027 -0.59332
C -0.67264 2.17640 -3.30594
C -1.18133 1.32592 -4.28421
C -1.54402 1.81928 -5.53171
C -1.39616 3.16759 -5.81604
C -0.88047 4.02392 -4.85143
C -0.52133 3.53004 -3.60707
H -3.46437 2.32285 0.10509
H -3.32447 2.18398 -1.63129
H -4.08766 0.10339 -0.14649
H -2.39543 -0.12262 0.17235
H -5.44507 0.89359 -1.80684
H -7.74192 0.47223 -2.53506
H -8.31162 -1.61959 -3.73603
H -6.53230 -3.28215 -4.19793
H -4.22772 -2.86569 -3.46402
H -0.57959 -2.03497 -2.86495
H 0.46769 -4.13490 -2.04030
H -0.69490 -5.50512 -0.35411
H -2.88748 -4.78412 0.53035
H -3.90130 -2.68716 -0.24567
H -1.07601 2.16078 0.44463
H -1.44526 3.40897 -0.75107
H 2.44126 0.96181 -2.40688
H 4.60034 2.10930 -2.10643
H 4.71381 4.21856 -0.81127
H 2.64910 5.16293 0.17222
H 0.50504 4.02479 -0.12774
H -1.30324 0.27501 -4.05632
H -1.94270 1.14385 -6.27869
H -1.67700 3.55206 -6.78904
H -0.75246 5.07708 -5.06989
H -0.10343 4.19998 -2.86473
C 3.31194 -0.05558 4.29374
C 2.41332 1.15177 4.04334
C 1.86490 1.67068 5.36295
O 1.31825 0.70007 3.23301
B 1.59753 0.92346 1.87035
O 2.72474 1.77365 1.81598
C 3.06873 2.22712 3.13475
C 4.58206 2.31432 3.24333
C 2.45906 3.61438 3.31197
H 2.71616 -0.84367 4.75635
H 4.15103 0.18373 4.95208
H 3.70347 -0.44692 3.35320
H 1.42736 0.84355 5.92303
H 1.08809 2.41473 5.19637
H 2.65725 2.11511 5.97285
H 5.05273 1.37421 2.96011
H 4.89007 2.56439 4.26288
H 4.95284 3.09409 2.57481
H 1.37164 3.56912 3.23854
H 2.82680 4.25976 2.51205
H 2.72737 4.06315 4.27160
C 3.93756 -1.56325 0.40721
N 3.69188 -2.55048 -0.63828
C 2.60778 -2.47324 -1.43218
N 2.41440 -3.49892 -2.32351
O 1.83517 -1.50631 -1.41942
H 5.00076 -1.56746 0.64394
H 3.35151 -1.79542 1.29803
H 3.67395 -0.57237 0.04015
H 4.13490 -3.44651 -0.53842
H 2.86193 -4.38455 -2.16486
H 1.48411 -3.53107 -2.70511
*
```

=====

(2)
C3H3ClF2S2 | wB97M-V/def2-TZVPD

As for the HOMO energy: -9.486 eV. Its SMILES is FC(F)(CCl)C(=S)S. Its calculated total energy is -42786.950 eV. As for the LUMO energy: -0.858 eV. For the energy above the lowest of the compared OMol25 structures with the same formula, charge and spin, the calculation gives 12.4 kJ/mol. Its strongest force on any atom is 2.35 eV/Å.

The geometry in ORCA input format:
```
! wB97M-V def2-TZVPD RIJCOSX def2/J DEFGRID3
* xyz 0 1
C 0.57667 -0.00644 0.79056
C -0.20021 0.87158 -0.20632
C -0.22635 0.33468 -1.61016
H -1.65758 -0.10531 1.59298
H -0.79057 1.04361 -2.25714
H 0.75439 0.33580 -2.01883
F 0.47001 2.04690 -0.27225
F -1.52981 1.17273 0.14735
S -0.51542 -0.63659 2.05321
S 2.11484 -0.34445 0.51163
Cl -0.89761 -1.27959 -1.82793
*
```

=====

What is the formula in the first record?
C41H44BCaCl4N2O5P2

=====

What is the formula in the first record?
C41H44BCaCl4N2O5P2